{
  "formula": "C46H39BrN5O3S2W",
  "method": "ωB97M-V/def2-TZVPD",
  "species": ["W", "C", "S", "C", "S", "N", "N", "C", "C", "C", "C", "C", "C", "N", "H", "H", "H", "H", "H", "H", "H", "H", "O", "C", "C", "C", "C", "C", "C", "C", "C", "C", "O", "C", "C", "C", "C", "C", "C", "C", "C", "C", "C", "C", "C", "N", "C", "C", "C", "C", "C", "C", "C", "C", "C", "C", "C", "C", "H", "H", "H", "H", "H", "H", "H", "H", "H", "H", "H", "H", "H", "H", "H", "H", "H", "H", "H", "H", "H", "H", "H", "H", "H", "H", "H", "O", "C", "C", "C", "N", "C", "Br", "C", "H", "H", "H", "H"],
  "positions_angstrom": [[0.04593, 0.28103, -0.45489], [-0.51869, 5.32736, -2.61175], [-1.67518, 4.07384, -3.21841], [-1.30388, 2.68818, -2.23242], [-0.09163, 2.79183, -0.97514], [-1.97593, 1.62405, -2.48034], [-1.64815, 0.52986, -1.73847], [-2.53167, -0.46037, -1.79027], [-2.25418, -1.60904, -1.04641], [-3.13191, -2.71379, -0.97580], [-2.81446, -3.79414, -0.20569], [-1.60200, -3.78069, 0.51577], [-0.78932, -2.68796, 0.41597], [-1.06104, -1.61323, -0.35562], [-0.75179, 6.22834, -3.17471], [0.50661, 5.02193, -2.80418], [-0.67038, 5.50621, -1.55099], [-3.43279, -0.33922, -2.37557], [-4.05161, -2.66509, -1.54355], [-3.48410, -4.63995, -0.13242], [-1.31076, -4.61715, 1.13355], [0.13342, -2.65130, 0.97619], [-1.15431, 0.71657, 0.82436], [-1.44116, 1.52104, 1.94524], [-0.20728, 2.39836, 2.19297], [1.08189, 1.63634, 2.28067], [1.97497, 2.05457, 3.25286], [3.21120, 1.45511, 3.37309], [3.45812, 0.35545, 2.57509], [2.51311, -0.07679, 1.66458], [2.69407, -1.44591, 1.06886], [2.61948, -1.53365, -0.46221], [1.48971, -0.77353, -0.83113], [2.45916, -3.00198, -0.85683], [3.43222, -3.91805, -0.46489], [3.28350, -5.26250, -0.76079], [2.16584, -5.70599, -1.45578], [1.22030, -4.79254, -1.88998], [1.37280, -3.44312, -1.59889], [3.85856, -1.01532, -1.19207], [3.87367, -1.14347, -2.57962], [4.93667, -0.65739, -3.31970], [6.00497, -0.04238, -2.68022], [6.00459, 0.06940, -1.30056], [4.93609, -0.41652, -0.55748], [1.35684, 0.60844, 1.42664], [-2.67659, 2.36275, 1.61902], [-3.71084, 1.74887, 0.91700], [-4.86840, 2.44491, 0.61419], [-5.00948, 3.76472, 1.01955], [-3.97872, 4.38378, 1.70612], [-2.81442, 3.68828, 2.00510], [-1.74830, 0.64953, 3.16127], [-1.86049, 1.21157, 4.42848], [-2.15598, 0.41601, 5.52386], [-2.35878, -0.94743, 5.36393], [-2.27604, -1.50860, 4.09991], [-1.97212, -0.71251, 3.00468], [-0.33322, 2.96906, 3.10920], [-0.14359, 3.11527, 1.37662], [1.69492, 2.86232, 3.91356], [3.93490, 1.79764, 4.09955], [4.37215, -0.20986, 2.69484], [1.88458, -2.06562, 1.45820], [3.62760, -1.87639, 1.42213], [4.31534, -3.58271, 0.06626], [4.04201, -5.96828, -0.44881], [2.04244, -6.76031, -1.66530], [0.35868, -5.12739, -2.45353], [0.64740, -2.72071, -1.94680], [3.03529, -1.61729, -3.07729], [4.93451, -0.75945, -4.39765], [6.83385, 0.34389, -3.25853], [6.83796, 0.53951, -0.79434], [4.95663, -0.31346, 0.51788], [-3.59885, 0.71822, 0.60583], [-5.66326, 1.95308, 0.06837], [-5.92037, 4.30772, 0.80489], [-4.07521, 5.41629, 2.01606], [-2.01987, 4.20090, 2.53315], [-1.73963, 2.27933, 4.56866], [-2.23692, 0.86042, 6.50719], [-2.58946, -1.56806, 6.21968], [-2.45527, -2.56738, 3.96006], [-1.92310, -1.14524, 2.01693], [1.33515, 1.46130, -6.83819], [1.15177, 1.08754, -5.56981], [0.24974, 0.09722, -5.17887], [0.10113, -0.17202, -3.84129], [0.76803, 0.46871, -2.87043], [1.69939, 1.34065, -3.27674], [2.82542, 2.05923, -1.93460], [1.92243, 1.69895, -4.58461], [0.73608, 0.99613, -7.43174], [-0.33654, -0.44590, -5.90899], [-0.59144, -0.93532, -3.51130], [2.67800, 2.42350, -4.85054]],
  "forces_ev_per_a": [[-1.6001, 1.1226, -1.7413], [-0.0871, -0.2486, -0.0173], [-0.0542, 0.1638, -0.0686], [0.3520, -0.2633, 0.5632], [-0.0195, -0.3640, -0.0770], [-0.3627, 0.2937, -0.6292], [0.1437, -0.9256, 0.5827], [0.1896, 0.5596, -0.1155], [0.1812, -0.4590, 0.3618], [0.0193, 0.1880, -0.1074], [0.1129, -0.0132, 0.1062], [-0.1865, 0.0381, -0.0714], [0.1847, -0.0513, 0.2176], [-0.2399, 0.1910, -0.3555], [-0.0059, 0.0054, -0.0146], [0.0225, 0.0650, 0.0158], [0.0044, 0.0650, -0.0030], [0.0109, 0.0068, -0.0415], [-0.0204, -0.0407, 0.0338], [0.0013, -0.0038, -0.0428], [0.0426, 0.0293, 0.0247], [-0.0133, 0.0070, -0.0609], [-1.5022, 0.3052, 1.8809], [0.0805, 0.4879, 0.3891], [-0.1686, -0.1298, -0.1821], [-0.1724, -0.1008, -0.2884], [0.2966, 0.0205, 0.1604], [-0.2169, -0.0480, -0.1026], [0.1027, 0.0143, 0.1588], [-0.2898, -0.0628, -0.1457], [0.0254, 0.1308, -0.3836], [0.3268, -0.2818, 0.3977], [1.8118, -1.3110, -0.4224], [-0.2814, 0.0387, 0.0075], [-0.0574, -0.0392, 0.0418], [0.0215, 0.0072, 0.0448], [-0.0184, -0.0552, -0.0492], [0.0250, -0.0023, -0.0260], [0.0864, 0.0972, -0.0145], [-0.2302, 0.1908, -0.0846], [0.0473, 0.0825, 0.0078], [-0.0725, -0.0306, -0.0322], [0.0278, 0.0242, 0.0000], [0.0855, 0.0322, 0.0051], [-0.0856, -0.0950, -0.0068], [0.6164, 0.2489, 0.7426], [0.0694, -0.1503, -0.2371], [-0.0023, 0.0466, 0.0361], [0.0232, -0.0609, 0.0312], [-0.0302, 0.0493, -0.0048], [-0.0167, 0.0582, 0.0536], [0.0680, -0.0294, -0.0043], [0.0541, -0.2185, -0.1957], [0.0202, 0.0299, 0.0061], [-0.0082, 0.0001, 0.0220], [-0.0070, -0.0778, 0.0189], [-0.0070, 0.0104, 0.0022], [0.0145, 0.0667, 0.0182], [0.0655, -0.0492, 0.0289], [-0.0115, 0.0875, 0.0341], [-0.0515, 0.0310, -0.0561], [0.0082, 0.0008, 0.0058], [-0.0289, -0.0404, -0.0165], [0.0895, -0.0296, 0.0909], [-0.0201, -0.0132, 0.0735], [0.0078, -0.0027, -0.0076], [-0.0030, 0.0032, 0.0111], [0.0123, 0.0083, -0.0304], [0.0030, 0.0031, -0.0084], [-0.0430, -0.0472, 0.0042], [0.0240, -0.0224, -0.0205], [0.0009, 0.0029, 0.0062], [0.0116, -0.0124, 0.0159], [0.0009, -0.0074, -0.0059], [0.0198, 0.0235, -0.0151], [-0.0218, -0.0286, 0.0010], [-0.0072, 0.0173, 0.0027], [0.0176, 0.0047, -0.0392], [-0.0155, -0.0042, -0.0030], [-0.0304, -0.0051, 0.0042], [-0.0024, -0.0038, 0.0058], [0.0006, 0.0223, -0.0115], [-0.0091, 0.0183, 0.0052], [0.0119, -0.0013, 0.0070], [-0.0102, -0.0189, 0.0110], [0.1355, 0.1388, -0.1093], [-0.1180, -0.1733, 0.3664], [0.0314, -0.0268, -0.2335], [0.0884, 0.1067, 0.2297], [0.3965, 0.5315, -0.6242], [-0.2047, -0.3067, 0.4646], [0.3665, 0.1006, -0.3703], [0.1146, 0.0707, -0.1981], [-0.0433, -0.0560, -0.0135], [0.0025, -0.0040, 0.0076], [-0.0911, 0.0613, -0.0405], [-0.0090, 0.0065, 0.0230]],
  "de_lowest_kcal_mol": 39.11,
  "charge": 1,
  "multiplicity": 3,
  "orbital_gap_ev": [5.38, 6.75],
  "total_energy_ha": -5713.167813,
  "s_squared": 2.0160,
  "homo_energy_ha": [-0.318, -0.376]
}